Computed, not measured: 9 unconnected molecules or ions with the total composition C34H33Cl12NO2 in a non-equilibrium geometry, with ωB97M-V/def2-TZVPD.

The geometry in XYZ format:
```
82
Properties=species:S:1:pos:R:3
C 7.13 -5.06 -0.07
N 5.84 -4.77 -0.63
O 4.83 -5.01 0.00
O 5.83 -4.15 -1.63
H 7.55 -4.11 0.26
H 7.72 -5.61 -0.80
H 6.95 -5.62 0.85
Cl -7.63 10.34 -4.10
C -7.60 9.06 -5.22
Cl -7.07 9.76 -6.79
Cl -6.39 7.90 -4.59
Cl -9.25 8.31 -5.33
Cl -10.30 4.65 1.45
C -11.88 5.43 1.29
Cl -12.55 5.12 -0.31
Cl -12.94 4.84 2.60
Cl -11.65 7.22 1.53
Cl 0.15 -6.10 12.10
C -0.66 -4.54 12.02
Cl -0.84 -3.99 10.29
Cl -2.22 -4.69 12.76
Cl 0.36 -3.28 12.83
C -0.61 -4.48 -7.48
C 0.61 -3.86 -7.10
C 1.57 -3.53 -8.06
C 1.24 -3.72 -9.38
C 0.01 -4.33 -9.79
C -0.96 -4.66 -8.83
H -1.26 -4.64 -6.63
H 0.99 -3.78 -6.09
H 2.54 -3.10 -7.84
H 2.00 -3.38 -10.07
H -0.13 -4.35 -10.86
H -1.92 -5.12 -9.03
C -2.39 1.95 2.49
C -1.66 0.76 2.47
C -1.26 0.32 1.29
C -1.74 0.87 0.15
C -2.51 2.07 0.14
C -2.79 2.64 1.36
H -2.69 2.26 3.48
H -1.46 0.23 3.39
H -0.82 -0.65 1.16
H -1.57 0.32 -0.77
H -2.65 2.68 -0.74
H -3.26 3.60 1.47
C -3.77 4.52 -12.40
C -3.35 3.35 -11.79
C -2.95 3.46 -10.47
C -2.81 4.60 -9.80
C -3.13 5.78 -10.47
C -3.72 5.74 -11.74
H -4.27 4.41 -13.35
H -3.39 2.42 -12.35
H -2.55 2.60 -9.96
H -2.47 4.72 -8.78
H -3.02 6.69 -9.91
H -4.03 6.67 -12.19
C 3.61 4.23 7.90
C 4.94 3.78 8.04
C 5.24 2.55 8.63
C 4.23 1.83 9.17
C 2.87 2.23 8.97
C 2.60 3.51 8.44
H 3.24 5.17 7.52
H 5.78 4.30 7.62
H 6.27 2.26 8.79
H 4.59 0.84 9.42
H 2.15 1.56 9.42
H 1.59 3.88 8.47
C 6.02 -4.88 6.38
C 4.73 -5.34 6.12
C 4.31 -6.65 6.17
C 5.26 -7.55 6.57
C 6.54 -7.15 6.83
C 6.98 -5.83 6.69
H 6.25 -3.83 6.27
H 3.96 -4.65 5.84
H 3.27 -6.87 5.99
H 5.17 -8.61 6.70
H 7.17 -7.98 7.11
H 8.01 -5.54 6.87
```

As for the gap between HOMO and LUMO: 9.138 eV. The value obtained for the HOMO energy is -9.07 eV. The structure (SMILES) is C[N+](=O)[O-].ClC(Cl)(Cl)Cl.ClC(Cl)(Cl)Cl.ClC(Cl)(Cl)Cl.c1ccccc1.c1ccccc1.c1ccccc1.c1ccccc1.c1ccccc1. For the largest force on an atom, the calculation gives 4.2 eV/A. The calculated total energy comes out at -7042.6492 hartree. Its spin multiplicity is 1.

***

Computed, not measured: 2 unconnected molecules or ions with the total composition C34H33ClN3O in a non-equilibrium geometry, with ωB97M-V/def2-TZVPD.

The geometry in XYZ format:
```
72
Properties=species:S:1:pos:R:3
Cl -2.45 9.05 1.34
C -1.61 7.57 1.40
C -0.38 7.44 0.73
C 0.32 6.22 0.79
C -0.21 5.15 1.53
N 0.47 3.95 1.57
C -1.45 5.28 2.17
C -2.15 6.49 2.12
H 0.03 8.28 0.18
H 1.27 6.11 0.27
H 0.21 3.28 2.28
H 1.47 3.96 1.37
H -1.87 4.43 2.72
H -3.10 6.61 2.64
C 1.67 -4.93 -0.04
N 1.35 -3.71 0.66
C 1.76 -3.48 1.94
O 2.36 -4.29 2.66
C 1.38 -2.05 2.30
C 2.61 -1.22 2.67
C 3.61 -1.24 1.53
C 4.53 -2.29 1.43
C 5.47 -2.30 0.41
C 5.49 -1.27 -0.54
C 4.55 -0.24 -0.46
C 3.62 -0.22 0.58
N 0.73 -1.58 1.08
C 0.46 -0.28 0.84
C -0.09 0.19 -0.35
C -0.14 1.53 -0.72
C -0.66 1.99 -1.98
C -0.21 3.21 -2.54
C -0.68 3.65 -3.78
C -1.62 2.89 -4.49
C -2.08 1.68 -3.95
C -1.60 1.22 -2.72
C 0.71 -2.58 -0.01
C -0.66 -2.90 -0.52
C -1.65 -3.29 0.30
C -3.01 -3.57 -0.12
C -3.92 -4.13 0.81
C -5.24 -4.40 0.45
C -5.68 -4.12 -0.86
C -4.79 -3.58 -1.79
C -3.46 -3.30 -1.43
H 2.17 -5.62 0.65
H 0.77 -5.40 -0.43
H 2.35 -4.72 -0.89
H 0.66 -2.10 3.13
H 2.30 -0.20 2.92
H 3.05 -1.70 3.56
H 4.48 -3.10 2.16
H 6.19 -3.13 0.35
H 6.24 -1.27 -1.33
H 4.54 0.56 -1.21
H 2.89 0.59 0.65
H 0.73 0.42 1.65
H -0.51 -0.56 -1.03
H 0.28 2.28 -0.04
H 0.52 3.80 -1.98
H -0.31 4.59 -4.19
H -2.00 3.24 -5.45
H -2.82 1.09 -4.50
H -1.96 0.28 -2.31
H 1.35 -2.25 -0.85
H -0.78 -2.83 -1.60
H -1.44 -3.42 1.37
H -3.56 -4.34 1.82
H -5.92 -4.82 1.19
H -6.71 -4.33 -1.14
H -5.12 -3.36 -2.81
H -2.77 -2.87 -2.16
```

As for the gap between HOMO and LUMO: 5.435 eV. The value obtained for the HOMO energy is -10.12 eV. For the largest force on an atom, the calculation gives 2.5 eV/A. The calculated total energy comes out at -2014.8793 hartree. Its spin multiplicity is 1. The charge is +1.

***

Computed, not measured: a molecular structure, C34H33F11N11O12PbS3Te in a non-equilibrium geometry, with ωB97M-V/def2-TZVPD.

The geometry in XYZ format:
```
106
Properties=species:S:1:pos:R:3
Pb 0.64 -0.28 -0.01
C -2.13 -1.60 -3.90
C -1.00 -1.17 -3.21
N -0.75 -1.60 -1.98
C -1.62 -2.43 -1.41
C -2.83 -2.70 -2.05
N -3.07 -2.31 -3.30
C -1.18 -3.11 -0.16
C -1.84 -4.21 0.36
C -1.30 -4.86 1.46
C -0.07 -4.44 1.94
C 0.54 -3.34 1.36
N -0.03 -2.68 0.36
C 1.87 -2.84 1.82
C 2.61 -3.46 2.81
N 3.81 -3.02 3.18
C 4.25 -1.92 2.58
C 3.52 -1.27 1.61
N 2.34 -1.75 1.22
C -1.99 -6.01 2.09
C -2.66 -6.97 1.34
C -3.28 -8.02 1.99
N -3.27 -8.18 3.31
C -2.63 -7.25 4.03
C -1.99 -6.16 3.47
H -2.28 -1.34 -4.94
H -0.28 -0.50 -3.66
H -3.63 -3.24 -1.55
H -2.78 -4.54 -0.06
H 0.38 -4.94 2.78
H 2.25 -4.33 3.34
H 5.22 -1.54 2.90
H 3.85 -0.35 1.14
H -2.68 -6.90 0.25
H -3.80 -8.78 1.42
H -2.65 -7.39 5.10
H -1.51 -5.41 4.10
O -2.47 3.12 -1.97
S -1.70 3.27 -0.21
O -2.88 2.88 0.51
O -0.63 2.33 -0.38
O -1.35 4.65 -0.17
F -0.28 1.06 4.84
Te -0.38 -0.59 3.85
F -1.72 -0.89 5.12
F -1.63 -1.46 2.66
F -0.11 -2.51 4.05
F 0.98 -0.86 5.16
O 0.80 -0.18 2.57
F -6.18 1.80 -0.60
C -5.61 1.27 -1.68
F -5.24 0.03 -1.39
F -6.55 1.21 -2.63
S -3.02 1.75 -2.28
O -2.72 0.68 -1.41
O -4.62 2.09 -2.12
N -2.91 1.40 -3.77
S -2.04 2.18 -4.89
O -2.07 1.37 -6.07
O -0.80 2.68 -4.40
C -3.10 3.64 -5.33
F -4.38 3.30 -5.23
F -2.84 3.99 -6.58
F -2.87 4.68 -4.53
C 6.00 0.78 -0.92
C 5.32 1.54 -2.05
C 4.12 0.81 -2.65
C 3.39 1.78 -3.63
C 2.09 1.26 -4.24
C 4.61 -0.38 -3.47
O 5.59 -0.32 -4.18
N 3.86 -1.52 -3.38
C 2.74 -1.74 -2.56
O 2.15 -2.80 -2.66
N 2.41 -0.75 -1.68
C 3.10 0.40 -1.60
O 2.85 1.17 -0.66
H 6.93 1.28 -0.62
H 6.26 -0.24 -1.22
H 5.36 0.73 -0.04
H 6.03 1.71 -2.86
H 4.97 2.51 -1.68
H 4.10 2.02 -4.42
H 3.17 2.68 -3.06
H 2.24 0.33 -4.79
H 1.68 2.00 -4.93
H 1.33 1.09 -3.47
H 4.14 -2.30 -3.95
N -1.79 0.93 3.05
C -2.75 1.47 3.39
N -3.79 2.07 3.89
C -4.92 2.57 3.10
C -5.02 4.08 3.26
C -5.06 4.48 4.74
C -3.82 3.94 5.47
C -3.75 2.43 5.32
H -5.83 2.08 3.45
H -4.74 2.31 2.07
H -5.92 4.43 2.75
H -4.16 4.54 2.78
H -5.96 4.06 5.21
H -5.11 5.56 4.84
H -3.84 4.20 6.53
H -2.92 4.38 5.03
H -4.61 1.96 5.80
H -2.85 2.01 5.76
```

As for the gap between HOMO and LUMO: 8.202 eV. The value obtained for the HOMO energy is -7.06 eV. For the energy above the lowest of the compared OMol25 structures with the same formula, charge and spin, the calculation gives 0.0 kcal/mol. For the largest force on an atom, the calculation gives 2.1 eV/A. The calculated total energy comes out at -5574.8274 hartree. Its spin multiplicity is 1. The charge is -1.

***

Computed, not measured: a molecular structure, C34H33FeIN4O2 in a non-equilibrium geometry, with ωB97M-V/def2-TZVPD.

The geometry in XYZ format:
```
75
Properties=species:S:1:pos:R:3
Fe 0.06 -1.01 0.70
I 1.43 -2.00 2.59
C -0.09 -3.47 2.63
C -0.03 -4.50 3.54
C -1.19 -5.33 3.68
C -2.29 -5.08 2.90
C -2.28 -4.15 1.84
C -3.28 -4.24 0.82
C -3.01 -3.57 -0.38
C -1.84 -2.80 -0.55
C -1.02 -2.45 0.53
C -1.16 -3.27 1.72
H 0.84 -4.62 4.14
H -1.26 -6.16 4.37
H -3.17 -5.78 3.08
H -4.24 -4.69 1.03
H -3.62 -3.78 -1.26
H -1.64 -2.33 -1.51
C -3.44 2.45 -2.59
C -2.32 3.46 -2.74
C -2.37 4.34 -3.81
C -1.43 5.40 -3.88
C -0.45 5.55 -2.97
C -0.33 4.64 -1.91
C -1.34 3.67 -1.72
N -1.31 2.80 -0.59
C -0.55 1.67 -0.46
N 0.30 1.39 -1.51
C 1.12 0.27 -1.65
C 0.83 -0.94 -0.97
C 1.38 -2.08 -1.40
C 2.38 -2.16 -2.41
C 2.72 -1.00 -3.04
C 2.17 0.22 -2.60
C 2.60 1.56 -3.27
N -0.56 0.86 0.63
C -1.15 1.35 1.87
C -0.40 2.36 2.52
C -0.93 3.07 3.60
C -2.11 2.56 4.18
C -2.69 1.42 3.67
C -2.37 0.89 2.41
C -3.30 0.00 1.76
H -3.82 2.19 -3.60
H -4.21 2.96 -1.98
H -3.11 1.58 -2.05
H -3.01 4.13 -4.68
H -1.52 6.09 -4.69
H 0.12 6.50 -2.92
H 0.52 4.62 -1.22
H -1.89 3.11 0.19
H 0.49 2.14 -2.19
H 1.02 -3.05 -1.02
H 2.88 -3.07 -2.64
H 3.49 -1.02 -3.84
H 2.58 1.48 -4.36
H 3.57 1.93 -2.96
H 1.89 2.38 -2.97
H 0.61 2.70 2.11
H -0.37 3.90 4.12
H -2.58 3.03 5.10
H -3.49 0.88 4.27
H -4.38 0.12 2.00
H -3.05 -1.07 2.00
H -3.12 0.01 0.71
N 6.94 -1.95 0.15
C 5.47 -1.89 0.38
C 5.06 -1.04 1.60
O 3.92 -0.66 1.80
O 6.10 -0.62 2.35
H 7.29 -2.91 0.19
H 6.91 -1.04 1.95
H 7.12 -1.66 -0.78
H 5.02 -2.91 0.43
H 4.93 -1.35 -0.45
```

As for the gap between HOMO and LUMO (alpha / beta): 6.026 / 7.035 eV. The value obtained for the HOMO energy (alpha / beta) is -5.52 / -6.54 eV. For the largest force on an atom, the calculation gives 4.8 eV/A. As for the expectation value of S²: 6.031. The calculated total energy comes out at -3246.1942 hartree. Its spin multiplicity is 5.

***

Computed, not measured: a molecular structure, C34H33MnN4O3Si, with ωB97M-V/def2-TZVPD.

The geometry in XYZ format:
```
76
Properties=species:S:1:pos:R:3
Mn 1.69 -0.64 0.55
C -0.94 -0.25 5.47
C -1.25 -0.64 4.17
C -0.27 -0.77 3.21
C 1.08 -0.52 3.52
C 1.39 -0.14 4.84
C 0.39 -0.01 5.79
N 2.04 -0.68 2.54
N 3.31 -0.59 2.95
C 4.18 -0.74 1.90
C 5.56 -0.80 2.14
C 6.43 -0.94 1.07
C 5.95 -1.03 -0.23
C 4.58 -0.98 -0.47
C 3.69 -0.82 0.58
H -1.72 -0.15 6.21
H -2.28 -0.84 3.89
H -0.52 -1.08 2.20
H 2.42 0.05 5.09
H 0.65 0.29 6.79
H 5.92 -0.74 3.16
H 7.50 -0.98 1.26
H 6.64 -1.13 -1.06
H 4.20 -1.06 -1.48
O 1.63 -1.01 -1.38
N 0.78 -1.86 -1.84
N 0.12 -2.46 -0.94
O 0.31 -2.26 0.34
C -0.88 -3.41 -1.34
C -1.12 -3.66 -2.68
C -2.11 -4.57 -3.02
C -2.83 -5.23 -2.03
C -2.57 -4.96 -0.69
C -1.59 -4.05 -0.34
H -0.56 -3.13 -3.44
H -2.31 -4.77 -4.06
H -3.60 -5.94 -2.30
H -3.13 -5.47 0.08
H -1.36 -3.82 0.69
C -2.38 3.79 -0.35
C -1.35 3.03 0.50
C -0.22 3.98 0.90
C -2.03 2.53 1.78
Si -0.57 1.58 -0.45
O 0.46 0.83 0.52
C 0.31 2.29 -1.97
C -0.34 2.92 -3.04
C 0.37 3.45 -4.11
C 1.76 3.37 -4.13
C 2.42 2.75 -3.08
C 1.70 2.22 -2.02
C -1.91 0.38 -1.04
C -2.58 -0.39 -0.08
C -3.56 -1.31 -0.43
C -3.90 -1.49 -1.77
C -3.23 -0.75 -2.74
C -2.25 0.17 -2.37
H -2.83 4.60 0.24
H -3.19 3.13 -0.68
H -1.92 4.24 -1.23
H -0.62 4.82 1.49
H 0.28 4.40 0.02
H 0.53 3.47 1.50
H -2.34 3.38 2.39
H -1.36 1.90 2.37
H -2.93 1.95 1.55
H -1.42 2.99 -3.05
H -0.16 3.93 -4.92
H 2.32 3.79 -4.96
H 3.50 2.68 -3.09
H 2.23 1.74 -1.21
H -2.31 -0.29 0.97
H -4.05 -1.90 0.34
H -4.65 -2.21 -2.05
H -3.47 -0.90 -3.79
H -1.74 0.72 -3.16
```

As for the gap between HOMO and LUMO (alpha / beta): 5.815 / 7.577 eV. The value obtained for the HOMO energy (alpha / beta) is -3.20 / -4.96 eV. For the largest force on an atom, the calculation gives 0.5 eV/A. As for the expectation value of S²: 8.861. The calculated total energy comes out at -3200.7198 hartree. Its spin multiplicity is 6. The charge is -1.

***

Computed, not measured: 3 unconnected molecules or ions with the total composition C34H33N2O4P, with ωB97M-V/def2-TZVPD.

The geometry in XYZ format:
```
74
Properties=species:S:1:pos:R:3
O -1.86 -1.79 2.16
C -0.67 -1.97 2.26
C -0.13 -3.06 3.13
C -1.02 -3.88 3.81
C -0.54 -4.91 4.60
C 0.83 -5.12 4.72
C 1.72 -4.30 4.05
C 1.25 -3.26 3.25
C 2.22 -2.38 2.55
O 3.42 -2.54 2.69
C 1.68 -1.31 1.67
C 2.57 -0.49 0.98
C 2.09 0.49 0.13
C 0.72 0.67 -0.03
C -0.17 -0.13 0.67
C 0.31 -1.12 1.52
H -2.08 -3.71 3.71
H -1.23 -5.55 5.13
H 1.20 -5.93 5.33
H 2.79 -4.45 4.13
H 3.63 -0.64 1.12
H 2.79 1.12 -0.40
H 0.35 1.43 -0.69
H -1.24 0.00 0.55
O 5.20 1.66 -2.45
C 6.39 1.47 -2.38
C 6.94 0.36 -1.54
C 6.06 -0.46 -0.86
C 6.54 -1.50 -0.08
C 7.91 -1.72 0.01
C 8.79 -0.90 -0.66
C 8.32 0.15 -1.44
C 9.29 1.03 -2.14
O 10.48 0.87 -2.02
C 8.74 2.12 -3.01
C 9.62 2.93 -3.70
C 9.13 3.94 -4.52
C 7.76 4.13 -4.65
C 6.88 3.32 -3.95
C 7.36 2.32 -3.13
H 4.99 -0.28 -0.95
H 5.85 -2.14 0.45
H 8.28 -2.54 0.62
H 9.86 -1.06 -0.59
H 10.69 2.78 -3.59
H 9.82 4.57 -5.06
H 7.38 4.91 -5.29
H 5.81 3.47 -4.05
H -6.84 1.20 3.51
N -6.87 1.45 2.52
C -5.91 0.87 1.90
C -4.93 -0.06 2.59
C -5.80 1.05 0.43
P -7.34 0.32 -0.50
N -8.71 -0.39 -1.41
C -9.95 0.39 -1.47
C -9.76 1.88 -1.70
C -11.13 2.55 -1.90
H -4.53 0.42 3.49
H -4.09 -0.30 1.94
H -5.41 -0.99 2.87
H -4.91 0.54 0.05
H -5.72 2.10 0.16
H -7.01 1.11 -1.62
H -8.14 0.75 0.59
H -6.78 -0.97 -0.43
H -8.90 -1.29 -0.99
H -10.57 0.25 -0.57
H -10.55 0.01 -2.31
H -9.14 2.05 -2.58
H -9.29 2.35 -0.84
H -11.87 2.09 -1.24
H -11.09 3.61 -1.65
H -11.48 2.42 -2.92
```

As for the gap between HOMO and LUMO: 7.210 eV. The value obtained for the HOMO energy is -8.32 eV. The structure (SMILES) is O=C1c2ccccc2C(=O)c2ccccc21.O=C1c2ccccc2C(=O)c2ccccc21.[H]/N=C(\C)C[PH3]NCCC. For the largest force on an atom, the calculation gives 0.4 eV/A. The calculated total energy comes out at -2067.2038 hartree. Its spin multiplicity is 1.

***

Please write out number 5 again, unchanged.
Computed, not measured: a molecular structure, C34H33MnN4O3Si, with ωB97M-V/def2-TZVPD.

The geometry in XYZ format:
```
76
Properties=species:S:1:pos:R:3
Mn 1.69 -0.64 0.55
C -0.94 -0.25 5.47
C -1.25 -0.64 4.17
C -0.27 -0.77 3.21
C 1.08 -0.52 3.52
C 1.39 -0.14 4.84
C 0.39 -0.01 5.79
N 2.04 -0.68 2.54
N 3.31 -0.59 2.95
C 4.18 -0.74 1.90
C 5.56 -0.80 2.14
C 6.43 -0.94 1.07
C 5.95 -1.03 -0.23
C 4.58 -0.98 -0.47
C 3.69 -0.82 0.58
H -1.72 -0.15 6.21
H -2.28 -0.84 3.89
H -0.52 -1.08 2.20
H 2.42 0.05 5.09
H 0.65 0.29 6.79
H 5.92 -0.74 3.16
H 7.50 -0.98 1.26
H 6.64 -1.13 -1.06
H 4.20 -1.06 -1.48
O 1.63 -1.01 -1.38
N 0.78 -1.86 -1.84
N 0.12 -2.46 -0.94
O 0.31 -2.26 0.34
C -0.88 -3.41 -1.34
C -1.12 -3.66 -2.68
C -2.11 -4.57 -3.02
C -2.83 -5.23 -2.03
C -2.57 -4.96 -0.69
C -1.59 -4.05 -0.34
H -0.56 -3.13 -3.44
H -2.31 -4.77 -4.06
H -3.60 -5.94 -2.30
H -3.13 -5.47 0.08
H -1.36 -3.82 0.69
C -2.38 3.79 -0.35
C -1.35 3.03 0.50
C -0.22 3.98 0.90
C -2.03 2.53 1.78
Si -0.57 1.58 -0.45
O 0.46 0.83 0.52
C 0.31 2.29 -1.97
C -0.34 2.92 -3.04
C 0.37 3.45 -4.11
C 1.76 3.37 -4.13
C 2.42 2.75 -3.08
C 1.70 2.22 -2.02
C -1.91 0.38 -1.04
C -2.58 -0.39 -0.08
C -3.56 -1.31 -0.43
C -3.90 -1.49 -1.77
C -3.23 -0.75 -2.74
C -2.25 0.17 -2.37
H -2.83 4.60 0.24
H -3.19 3.13 -0.68
H -1.92 4.24 -1.23
H -0.62 4.82 1.49
H 0.28 4.40 0.02
H 0.53 3.47 1.50
H -2.34 3.38 2.39
H -1.36 1.90 2.37
H -2.93 1.95 1.55
H -1.42 2.99 -3.05
H -0.16 3.93 -4.92
H 2.32 3.79 -4.96
H 3.50 2.68 -3.09
H 2.23 1.74 -1.21
H -2.31 -0.29 0.97
H -4.05 -1.90 0.34
H -4.65 -2.21 -2.05
H -3.47 -0.90 -3.79
H -1.74 0.72 -3.16
```

As for the gap between HOMO and LUMO (alpha / beta): 5.815 / 7.577 eV. The value obtained for the HOMO energy (alpha / beta) is -3.20 / -4.96 eV. For the largest force on an atom, the calculation gives 0.5 eV/A. As for the expectation value of S²: 8.861. The calculated total energy comes out at -3200.7198 hartree. Its spin multiplicity is 6. The charge is -1.

***

The lowest calculated total energy belongs to which entry?
C34H33Cl12NO2

***

The highest calculated total energy belongs to which entry?
C34H33ClN3O

***

What is the calculated total energy in the fourth record?
-3246.1942 hartree